1.
76
Properties=species:S:1:pos:R:3:forces:R:3 method="wB97M-V/def2-TZVPD" e_lumo_ev=0.19
N 3.928 2.983 -1.229 -1.099 -0.683 -0.051
C 2.866 2.110 -1.223 0.744 -0.367 -0.353
N 3.199 0.786 -1.227 -0.588 -0.571 -0.065
O 1.696 2.467 -1.274 -0.085 0.221 0.143
H 3.685 3.950 -1.126 0.375 0.116 0.035
H 4.852 2.608 -1.156 0.223 0.429 0.128
H 2.439 0.128 -1.159 -0.006 0.202 0.124
H 4.096 0.342 -1.197 0.322 0.605 0.093
N -2.397 1.624 -4.423 -0.373 0.082 0.915
C -1.193 1.506 -3.745 0.909 0.596 -0.951
N -1.221 1.998 -2.469 -0.493 -0.426 0.029
O -0.162 1.134 -4.290 -0.548 -0.116 0.309
H -3.233 1.667 -3.867 -0.078 0.069 -0.152
H -2.526 1.368 -5.382 0.497 -0.312 -0.035
H -2.079 2.360 -2.098 0.124 0.144 0.135
H -0.371 2.082 -1.929 0.145 -0.188 -0.154
O 1.433 -1.529 0.167 0.234 0.231 -0.565
C 0.241 -1.027 -0.460 0.749 -0.640 1.090
C -0.639 -0.363 0.576 -0.870 1.319 -1.181
O -0.115 0.884 1.014 0.798 -0.637 -0.261
H 1.189 -2.101 0.902 -0.004 -0.013 0.009
H 0.561 -0.349 -1.249 -0.196 0.232 0.086
H -0.270 -1.869 -0.940 -0.312 0.127 0.035
H -0.869 -1.042 1.403 0.094 -0.033 0.066
H -1.553 -0.096 0.028 -0.380 -0.502 0.176
H -0.828 1.431 1.369 -0.223 -0.192 -0.321
O 0.220 4.112 0.542 -0.484 0.190 0.428
C -0.645 4.867 -0.266 -0.295 0.315 -0.450
C -0.031 5.199 -1.614 0.150 0.114 -0.512
O -0.853 6.206 -2.202 -0.251 -0.027 -0.018
H 0.534 3.314 0.095 0.098 0.009 -0.291
H -1.649 4.432 -0.428 0.345 -0.559 -0.101
H -0.939 5.791 0.240 0.662 0.073 0.204
H 0.061 4.302 -2.232 -0.353 0.023 -0.064
H 0.999 5.567 -1.567 -0.027 0.114 0.591
H -0.912 6.097 -3.153 0.127 -0.137 -0.001
O 0.134 -2.808 3.099 -0.037 0.273 0.121
C 1.114 -3.636 3.751 -1.149 0.394 -1.085
C 2.299 -3.789 2.851 1.952 -1.217 0.241
O 1.884 -4.398 1.633 -0.882 0.329 -0.091
H -0.147 -3.241 2.286 0.038 -0.288 0.131
H 1.313 -3.143 4.696 0.315 -0.102 0.041
H 0.654 -4.617 3.903 0.245 -0.055 0.271
H 3.019 -4.476 3.328 -0.207 0.094 0.222
H 2.904 -2.896 2.663 -0.607 0.393 -0.001
H 2.600 -4.851 1.185 0.201 0.128 0.143
O -3.221 -4.755 2.328 0.214 -0.236 -0.204
C -3.892 -3.623 1.832 -0.500 0.852 -0.923
C -3.610 -2.369 2.648 -0.408 -0.678 0.433
O -4.448 -2.316 3.814 0.207 0.095 -0.225
H -3.463 -4.923 3.242 -0.144 -0.002 -0.019
H -3.605 -3.446 0.789 0.738 -0.243 0.195
H -4.968 -3.779 1.678 -0.089 -0.094 0.712
H -3.818 -1.457 2.092 0.030 -0.024 -0.070
H -2.557 -2.420 2.946 0.039 0.297 -0.076
H -4.331 -3.140 4.295 -0.009 0.091 0.167
O -0.166 3.427 3.142 -0.110 0.069 0.807
C -0.485 2.158 3.643 0.013 -1.015 -0.830
C -1.961 1.816 3.429 0.132 -0.218 0.135
O -2.325 2.264 2.105 -0.110 0.444 0.387
H -0.586 3.549 2.281 0.380 0.077 -0.169
H 0.065 1.361 3.114 0.301 0.420 0.314
H -0.222 2.086 4.697 -0.120 0.218 0.079
H -2.517 2.268 4.257 -0.540 0.121 -0.519
H -2.131 0.737 3.371 0.229 -0.058 0.802
H -3.243 2.018 1.962 -0.014 0.072 -0.090
O 1.549 -3.749 -4.128 0.318 -0.370 -0.510
C 2.348 -2.704 -3.569 -1.932 -0.264 0.429
C 2.708 -1.768 -4.684 1.888 0.416 0.222
O 3.931 -2.151 -5.347 -0.303 -0.239 -0.151
H 1.275 -4.403 -3.483 0.172 0.141 0.257
H 1.681 -2.185 -2.864 0.319 0.297 0.042
H 3.187 -3.083 -2.977 0.272 0.040 -0.361
H 2.916 -0.781 -4.258 -0.564 0.124 -0.027
H 1.955 -1.705 -5.460 -0.262 -0.060 0.177
H 4.645 -2.011 -4.720 0.052 -0.030 -0.047


2.
73
Properties=species:S:1:pos:R:3:forces:R:3 method="wB97M-V/def2-TZVPD" e_lumo_ev=0.08
C 15.489 -5.345 4.051 0.293 0.122 0.215
O 14.433 -5.694 3.200 0.008 0.009 -0.260
C 13.328 -6.216 3.892 -0.372 -0.159 0.075
C 12.272 -6.618 2.896 -0.555 0.231 0.184
N 12.692 -7.741 2.112 0.023 -0.578 -0.220
C 11.707 -8.134 1.118 0.002 0.631 -0.052
C 12.203 -9.280 0.278 0.591 -0.254 -0.037
O 12.169 -10.541 0.915 -0.205 -0.003 -0.696
C 10.862 -11.065 1.054 0.229 0.384 1.676
H 15.693 -6.146 4.772 0.020 0.063 0.006
H 15.283 -4.414 4.594 -0.094 -0.102 0.066
H 16.384 -5.183 3.452 -0.058 -0.051 -0.092
H 12.902 -5.493 4.601 0.172 0.098 -0.039
H 13.620 -7.118 4.450 0.062 0.105 0.056
H 11.956 -5.765 2.270 0.214 0.131 0.101
H 11.372 -6.910 3.454 0.100 -0.002 0.038
H 13.588 -7.551 1.677 -0.022 0.063 -0.054
H 11.462 -7.302 0.427 0.004 -0.047 0.121
H 10.778 -8.373 1.643 -0.028 -0.111 -0.059
H 13.261 -9.088 0.068 -0.045 -0.094 -0.047
H 11.707 -9.320 -0.700 -0.249 -0.043 0.120
H 10.175 -10.882 0.225 0.327 -0.177 -0.360
H 10.416 -10.600 1.952 -0.229 -0.054 -0.233
H 10.980 -12.112 1.319 -0.167 -0.151 -0.473
O 12.146 -14.374 -1.176 -0.073 -0.106 -0.144
C 13.049 -13.585 -0.432 -0.414 0.373 -0.514
C 14.462 -13.795 -0.903 0.492 -1.047 0.968
O 14.901 -15.155 -0.675 -0.171 0.122 -0.117
H 11.523 -14.775 -0.554 0.065 0.075 -0.082
H 12.815 -12.522 -0.599 0.047 -0.028 0.219
H 12.942 -13.789 0.636 0.188 0.004 0.041
H 15.105 -13.154 -0.292 0.003 0.392 -0.470
H 14.573 -13.626 -1.971 -0.065 0.301 -0.040
H 15.519 -15.156 0.058 0.007 0.050 -0.007
O 10.882 -13.255 6.755 0.093 0.098 -0.352
C 11.617 -12.918 5.571 -0.211 -0.124 0.318
C 11.857 -14.122 4.685 -0.008 -0.238 0.189
O 10.755 -14.379 3.821 0.078 -0.021 -0.236
H 11.507 -13.655 7.367 -0.093 -0.050 0.097
H 10.998 -12.220 5.007 0.075 0.147 0.078
H 12.556 -12.430 5.840 0.043 0.012 -0.075
H 12.038 -15.016 5.294 0.134 0.124 0.085
H 12.744 -13.954 4.074 -0.187 -0.008 -0.272
H 9.955 -14.509 4.341 0.073 -0.002 0.174
O 9.148 -13.331 -3.535 0.089 0.366 0.050
C 8.589 -12.886 -2.297 -0.007 -0.642 -0.834
C 8.117 -11.444 -2.310 0.235 0.583 -0.013
O 6.692 -11.365 -2.413 0.142 -0.092 0.267
H 10.100 -13.194 -3.508 0.028 -0.082 0.022
H 7.703 -13.518 -2.202 0.024 0.086 0.467
H 9.299 -13.073 -1.494 -0.076 -0.021 0.129
H 8.557 -10.896 -3.150 0.021 -0.266 -0.111
H 8.501 -10.926 -1.419 -0.340 -0.065 0.101
H 6.358 -10.757 -1.749 -0.009 0.085 -0.095
O 15.407 -18.317 3.282 -0.072 -0.062 -0.135
C 14.693 -17.177 2.815 0.190 0.219 0.473
C 13.210 -17.429 2.720 -0.357 0.142 0.124
O 12.838 -18.264 1.621 0.398 0.026 0.512
H 15.521 -18.934 2.554 0.047 0.040 -0.048
H 14.843 -16.408 3.581 0.015 -0.051 -0.032
H 15.127 -16.790 1.890 -0.216 -0.124 -0.170
H 12.662 -16.485 2.641 0.117 -0.020 -0.390
H 12.869 -17.859 3.670 0.108 -0.159 -0.082
H 13.032 -19.168 1.887 -0.083 -0.101 -0.136
O 8.067 -12.964 0.881 -0.122 -0.148 0.083
H 7.647 -12.120 0.695 0.051 0.060 -0.002
H 7.463 -13.623 0.521 -0.055 -0.003 -0.036
O 10.486 -17.553 0.297 -0.154 -0.049 0.135
H 11.236 -17.930 0.779 0.023 0.028 -0.163
H 10.456 -16.636 0.591 -0.133 0.112 -0.147
O 10.414 -14.646 1.021 0.000 -0.345 0.022
H 10.545 -14.804 1.968 0.027 0.255 0.096
H 9.634 -14.079 0.957 0.013 0.144 0.017


3.
80
Properties=species:S:1:pos:R:3:forces:R:3 method="wB97M-V/def2-TZVPD" e_lumo_ev=-0.15
N -3.090 11.539 9.850 -1.578 -1.654 -0.618
C -2.626 12.781 10.010 -0.288 -0.746 1.067
N -1.361 12.795 10.378 2.058 0.753 0.258
O -3.323 13.782 9.955 -0.723 1.110 -0.560
H -2.519 10.721 10.010 0.001 0.399 0.088
H -4.087 11.392 9.913 0.192 0.111 -0.123
H -0.940 13.707 10.486 0.195 -0.080 0.049
H -0.890 11.933 10.614 -0.058 0.242 -0.206
N -1.107 13.057 18.859 1.794 0.561 2.439
C -1.930 12.792 17.878 0.406 0.590 -0.595
N -1.919 13.747 16.949 -0.800 1.314 -2.177
O -2.565 11.796 17.778 -1.870 -2.733 -0.302
H -0.746 14.000 18.874 0.361 -0.614 0.831
H -0.980 12.341 19.560 0.144 0.618 0.077
H -1.426 14.625 17.034 -0.333 -0.304 -0.219
H -2.583 13.565 16.210 0.243 0.523 -0.031
N -5.768 15.710 9.365 0.644 -0.188 -4.599
C -5.980 15.972 10.603 -2.210 2.235 1.690
N -5.429 15.044 11.352 0.877 -1.426 3.834
O -6.686 16.919 10.962 0.300 -0.349 0.535
H -6.266 16.303 8.716 0.489 -0.470 -0.280
H -5.218 14.885 9.176 -0.221 0.293 -0.905
H -4.673 14.458 11.026 -0.091 -0.061 -0.060
H -5.617 15.110 12.342 0.113 0.085 -0.116
O -5.065 18.120 16.444 1.737 0.637 -0.306
C -4.023 18.959 15.800 -1.333 -1.132 -1.796
C -3.391 18.318 14.465 0.542 1.007 2.724
O -4.197 18.458 13.369 -1.305 0.130 -0.331
H -5.734 17.948 15.778 -0.048 0.118 -0.250
H -4.525 19.871 15.476 0.070 0.195 -0.069
H -3.255 19.261 16.511 -0.129 -0.620 0.166
H -3.107 17.286 14.671 -0.012 -0.285 0.064
H -2.481 18.898 14.312 0.502 0.025 0.097
H -3.751 18.046 12.625 0.053 -0.199 -0.384
O -0.418 10.037 10.818 -0.308 0.416 -0.284
C 0.942 10.092 11.234 -0.031 -0.471 -0.087
C 1.188 11.356 12.085 0.691 -0.455 -0.501
O 2.394 11.213 12.811 -0.075 -0.260 0.728
H -0.564 9.170 10.433 -0.127 -0.035 -0.058
H 1.124 9.123 11.699 0.384 0.426 1.060
H 1.617 10.045 10.380 0.070 0.531 -0.333
H 0.356 11.558 12.759 0.099 -0.328 0.231
H 1.306 12.250 11.473 -0.389 -0.038 -0.458
H 3.161 11.474 12.296 -0.186 0.041 -0.191
O -4.461 9.631 12.925 -1.104 -0.348 -0.423
C -3.348 9.906 13.710 0.899 -0.214 0.503
C -2.467 8.676 13.643 0.492 0.580 0.843
O -3.150 7.529 14.185 0.781 0.826 -0.975
H -5.145 10.239 13.215 -0.532 0.086 0.047
H -2.878 10.792 13.284 0.579 0.077 0.289
H -3.594 10.065 14.760 -0.245 0.292 0.072
H -1.565 8.822 14.237 -0.093 0.050 0.379
H -2.061 8.673 12.632 -0.457 -1.118 -0.554
H -4.061 7.663 13.911 -0.375 -0.168 -0.115
O -0.190 15.485 10.107 -0.262 -0.757 -0.200
C 0.055 16.593 10.938 0.152 1.411 -0.492
C -1.139 17.554 10.896 -0.809 -0.017 -0.212
O -2.311 17.051 11.530 0.256 -0.020 0.930
H 0.628 15.241 9.667 -0.035 -0.021 -0.076
H 0.360 16.284 11.938 -0.479 0.013 0.278
H 0.910 17.132 10.531 0.120 0.293 0.004
H -1.520 17.820 9.910 0.937 -0.404 -0.708
H -0.915 18.544 11.293 0.232 -0.275 0.694
H -2.638 16.314 11.009 -0.179 -0.249 -0.204
O -6.240 11.737 14.287 -1.222 -0.898 0.298
C -6.748 12.410 15.464 1.333 -0.842 -1.126
C -7.296 13.699 14.997 -0.980 1.617 0.025
O -6.264 14.613 14.603 0.279 -0.083 0.044
H -5.618 12.357 13.899 0.225 -0.364 -0.022
H -7.462 11.825 16.044 -0.020 -0.283 -0.494
H -5.830 12.504 16.045 -0.264 0.590 0.805
H -7.911 14.203 15.743 -0.041 -0.067 0.342
H -7.928 13.645 14.111 0.021 -0.638 0.047
H -5.825 14.834 15.428 0.364 0.370 0.044
C -2.807 13.674 13.502 0.468 1.559 0.101
O -4.074 13.127 13.742 0.472 -0.935 -0.337
H -2.603 14.385 14.302 0.373 0.159 0.143
H -1.964 12.983 13.467 -0.569 -0.538 0.066
H -2.781 14.278 12.595 -0.031 -0.175 -0.300
H -4.726 13.828 13.683 -0.133 0.585 0.185